The following is a quantum chemistry calculation of a structure of composition C9H8BrClFN3O3, from the OMol25 dataset.

2S+1 ... 1
Strongest force on any atom ... 1.33 eV Å⁻¹
HOMO ... -6.7270 eV
LUMO energy ... -1.766 eV
Total charge ... 0
Kohn-Sham gap ... 5.0 eV

Last column: Löwdin charge in e.
CARTESIAN COORDINATES (ANGSTROEM)
C: 3.256 0.039 -1.813  0.186
C: 2.191 0.283 -1.326  -0.098
C: 1.119 0.357 -0.422  -0.169
C: 0.019 -0.484 -0.523  -0.021
C: 0.012 -1.475 -1.641  -0.433
O: 0.685 -2.453 -1.682  0.202
O: -0.844 -1.239 -2.680  0.045
O: -1.433 0.049 -2.514  0.028
C: -1.008 -0.399 0.396  -0.070
C: -2.188 -1.347 0.331  -0.165
N: -1.930 -2.570 1.115  0.039
C: -0.902 0.526 1.377  -0.197
F: -1.841 0.636 2.303  0.161
N: 0.144 1.355 1.470  -0.036
N: 0.202 2.260 2.532  0.149
C: 1.159 1.295 0.591  -0.504
Cl: 2.495 2.353 0.701  0.705
H: 4.198 -0.173 -2.243  0.056
H: -1.578 0.358 -3.419  0.130
H: -3.088 -0.898 0.729  0.122
H: -2.314 -1.660 -0.695  0.114
H: -1.187 -3.113 0.690  0.075
H: -1.610 -2.331 2.045  0.074
H: 0.643 3.120 2.219  0.084
H: -0.740 2.483 2.836  0.112
Br: 5.015 2.961 -0.620  -0.590

Cartesian forces (eV/Å) of the 2 atoms listed first:
C -0.1416 0.1814 -0.1223
C 0.6940 -0.4635 0.0055